{
  "formula": "C31H31BN8O2V",
  "method": "ωB97M-V/def2-TZVPD",
  "species": ["V", "C", "C", "C", "C", "N", "N", "B", "N", "N", "C", "C", "C", "C", "C", "C", "C", "C", "C", "C", "N", "N", "C", "C", "C", "C", "C", "C", "C", "C", "C", "C", "C", "C", "C", "C", "C", "C", "H", "H", "H", "H", "H", "H", "H", "H", "H", "H", "H", "H", "H", "H", "H", "H", "H", "H", "H", "H", "H", "H", "H", "H", "H", "H", "H", "H", "N", "N", "C", "O", "O", "H", "H", "H"],
  "coordinates": [[-0.3561, 0.0811, 0.1674], [0.2416, -2.3728, -4.6578], [-0.3560, -2.1866, -3.3051], [-1.4637, -2.8050, -2.7409], [-1.5695, -2.2523, -1.4606], [-0.5839, -1.3864, -1.2682], [0.1573, -1.3394, -2.3946], [1.3851, -0.4080, -2.4008], [2.2456, -0.7350, -1.1499], [1.7538, -0.6221, 0.1117], [2.7277, -0.9839, 0.9434], [3.8726, -1.3338, 0.2142], [3.5229, -1.1619, -1.1092], [4.3491, -1.3866, -2.3302], [2.5392, -0.9908, 2.3996], [3.6039, -1.3166, 3.2402], [3.4458, -1.3314, 4.6151], [2.2187, -1.0204, 5.1821], [1.1518, -0.6949, 4.3568], [1.3130, -0.6812, 2.9803], [0.9525, 1.0673, -2.3114], [0.3678, 1.4833, -1.1667], [0.1490, 2.7877, -1.2701], [0.5889, 3.2382, -2.5196], [1.1012, 2.1120, -3.1462], [1.7282, 1.9837, -4.4922], [-0.4556, 3.4752, -0.1160], [-1.5903, 4.2681, -0.2474], [-2.1723, 4.8415, 0.8716], [-1.6221, 4.6396, 2.1276], [-0.4814, 3.8624, 2.2654], [0.0980, 3.2780, 1.1495], [-2.5125, -2.4351, -0.3421], [-3.8755, -2.2019, -0.4884], [-4.7102, -2.2402, 0.6166], [-4.1961, -2.5219, 1.8732], [-2.8383, -2.7691, 2.0260], [-1.9974, -2.7210, 0.9236], [-0.3294, -3.1133, -5.2142], [1.2747, -2.7147, -4.5912], [0.2367, -1.4420, -5.2259], [-2.0949, -3.5450, -3.1994], [2.0294, -0.5879, -3.3874], [4.8243, -1.6684, 0.5831], [5.3422, -1.7255, -2.0418], [4.4533, -0.4712, -2.9123], [3.9025, -2.1409, -2.9778], [4.5677, -1.5584, 2.8150], [4.2850, -1.5860, 5.2487], [2.0952, -1.0327, 6.2567], [0.1884, -0.4538, 4.7884], [0.4411, -0.4233, 2.3852], [0.5606, 4.2395, -2.9107], [1.7484, 2.9549, -4.9826], [1.1712, 1.2938, -5.1268], [2.7515, 1.6143, -4.4200], [-2.0365, 4.4012, -1.2243], [-3.0696, 5.4351, 0.7617], [-2.0844, 5.0870, 2.9976], [-0.0323, 3.7178, 3.2408], [1.0037, 2.6872, 1.2495], [-4.2691, -1.9334, -1.4595], [-5.7620, -2.0205, 0.4972], [-4.8543, -2.5489, 2.7320], [-2.4319, -3.0122, 3.0009], [-0.9358, -2.9170, 1.0359], [-1.7887, 0.5094, 2.6308], [-2.9585, 1.0961, 2.1259], [-3.2330, 0.9732, 0.7446], [-4.3599, 1.2409, 0.3606], [-2.2207, 0.6878, 0.0171], [-1.9779, -0.4009, 3.0417], [-1.3782, 1.1222, 3.3252], [-3.7918, 1.0157, 2.6889]],
  "atomic_forces_ev_per_a": [[-0.4, 0.1, 0.3], [0.0, 0.0, 0.0], [0.1, -0.1, 0.0], [0.0, 0.2, -0.1], [0.0, -0.1, 0.1], [0.1, 0.1, -0.1], [-0.2, -0.2, 0.0], [0.1, 0.0, -0.1], [0.1, 0.0, 0.1], [-0.1, 0.0, -0.1], [0.0, 0.0, 0.0], [-0.1, 0.0, -0.1], [0.0, 0.0, 0.0], [0.0, 0.0, 0.0], [0.0, 0.0, 0.0], [-0.1, 0.0, 0.0], [0.0, 0.0, 0.0], [0.0, 0.0, 0.0], [0.1, 0.0, 0.0], [-0.1, 0.0, 0.1], [-0.1, 0.2, 0.0], [0.1, -0.1, 0.0], [-0.1, 0.0, 0.1], [0.0, -0.1, -0.1], [0.0, 0.1, -0.1], [0.0, 0.0, 0.0], [0.0, 0.1, 0.0], [0.0, 0.0, 0.0], [0.0, 0.0, 0.0], [0.0, 0.0, 0.1], [0.0, 0.0, 0.0], [0.0, 0.0, 0.0], [0.0, -0.1, 0.1], [0.1, 0.0, 0.0], [0.0, 0.0, 0.0], [0.0, 0.0, 0.1], [0.0, 0.0, 0.0], [0.0, 0.0, 0.0], [0.0, 0.0, 0.0], [0.0, 0.0, 0.0], [0.0, 0.0, 0.0], [0.0, 0.0, 0.0], [0.0, 0.0, -0.1], [0.0, 0.0, 0.0], [0.0, 0.0, 0.0], [0.0, 0.0, 0.0], [0.0, 0.0, 0.0], [0.0, 0.0, 0.0], [0.0, 0.0, 0.0], [0.0, 0.0, 0.0], [0.0, 0.0, 0.0], [0.1, 0.0, 0.0], [0.0, 0.0, 0.0], [0.0, 0.0, 0.0], [0.0, 0.0, 0.0], [0.0, 0.0, 0.0], [0.0, 0.0, 0.0], [0.0, 0.0, 0.0], [0.0, 0.0, 0.0], [0.0, 0.0, 0.0], [0.0, 0.0, 0.0], [0.0, 0.0, 0.0], [0.0, 0.0, 0.0], [0.0, 0.0, 0.0], [0.0, 0.0, 0.0], [0.0, 0.0, 0.0], [0.1, -0.1, 0.0], [-0.1, -0.1, -0.1], [-0.1, 0.6, 0.1], [0.0, -0.2, 0.1], [0.5, -0.3, -0.2], [0.0, 0.0, 0.0], [0.0, 0.0, 0.0], [0.0, 0.0, 0.0]],
  "s_squared": 0.79,
  "homo_energy_ev": [-6.6, -6.0],
  "e_above_lowest_kj_mol": 94.33,
  "max_force_ev_per_a": 0.6,
  "spin_multiplicity": 2,
  "total_charge": 0
}


{
  "formula": "C25H54B3Cl2O11P",
  "method": "ωB97M-V/def2-TZVPD",
  "species": ["C", "C", "C", "C", "C", "C", "C", "C", "C", "C", "C", "B", "O", "B", "C", "C", "O", "Cl", "O", "B", "P", "O", "Cl", "O", "H", "H", "H", "H", "H", "H", "H", "H", "H", "H", "H", "H", "H", "H", "H", "H", "H", "H", "H", "H", "H", "H", "H", "H", "H", "H", "C", "O", "C", "C", "O", "C", "C", "O", "C", "H", "H", "H", "H", "H", "H", "H", "H", "H", "H", "H", "H", "H", "H", "C", "O", "C", "C", "O", "C", "C", "O", "C", "H", "H", "H", "H", "H", "H", "H", "H", "H", "H", "H", "H", "H", "H"],
  "coordinates": [[-3.2054, 1.5877, 5.7769], [-4.1673, 2.6529, 5.2172], [-4.7919, 2.3451, 3.8429], [-4.9788, 0.8676, 3.5367], [-5.9413, 0.6089, 2.3935], [-6.0172, -0.8748, 2.0683], [-4.7331, -1.4239, 1.4353], [-4.0901, -2.5697, 2.2139], [-2.5799, -2.6412, 2.0122], [-1.8160, -1.8138, 3.0375], [-0.4689, -1.2855, 2.4862], [0.7532, -2.1756, 2.8373], [0.9233, -2.7563, 4.0873], [2.2245, -2.9052, 4.5100], [2.5232, -2.8531, 6.0633], [3.2979, -1.6136, 6.4095], [2.8327, -0.6437, 6.9876], [5.0149, -1.6366, 5.9170], [3.2301, -3.0677, 3.5775], [2.9612, -2.2679, 2.4869], [4.2577, -0.9447, 1.8991], [3.6100, -0.5574, 0.4463], [3.7899, 0.6781, 3.1065], [1.7452, -2.4048, 1.8709], [-2.8422, 0.8979, 5.0320], [-2.3337, 2.0888, 6.1773], [-3.6614, 1.0795, 6.6150], [-4.9456, 2.8568, 5.9358], [-3.6035, 3.5691, 5.1088], [-4.1939, 2.8032, 3.0657], [-5.7789, 2.7934, 3.8354], [-4.0124, 0.4607, 3.2654], [-5.3061, 0.3178, 4.4146], [-6.9235, 0.9338, 2.7228], [-5.6901, 1.1832, 1.5085], [-6.2330, -1.4188, 2.9804], [-6.8548, -1.0540, 1.4043], [-3.9985, -0.6253, 1.3665], [-4.9392, -1.7393, 0.4215], [-4.5186, -3.4934, 1.8388], [-4.3474, -2.5139, 3.2633], [-2.3396, -2.3350, 1.0036], [-2.2877, -3.6770, 2.1352], [-2.4040, -0.9811, 3.3975], [-1.6034, -2.4500, 3.8882], [-0.5033, -1.2010, 1.4096], [-0.2720, -0.3022, 2.9117], [3.0746, -3.7353, 6.3712], [1.6078, -2.8124, 6.6285], [4.3574, -0.2492, -0.0726], [0.5161, -0.6329, -1.6051], [-0.7266, -0.3656, -2.2241], [-1.8242, -0.2573, -1.3376], [-2.7388, 0.8916, -1.7003], [-2.2040, 2.1835, -1.4658], [-1.1729, 2.6723, -2.3089], [-1.5930, 3.0027, -3.7242], [-1.8396, 1.8361, -4.4905], [-2.9511, 1.9400, -5.3521], [0.6097, -1.6859, -1.3171], [1.2890, -0.4038, -2.3385], [0.6773, 0.0039, -0.7287], [-1.4841, -0.1317, -0.3048], [-2.4018, -1.1904, -1.3957], [-3.6066, 0.8240, -1.0391], [-3.1120, 0.7900, -2.7207], [-0.3053, 2.0103, -2.3018], [-0.8609, 3.6111, -1.8445], [-0.7762, 3.5589, -4.2032], [-2.4786, 3.6463, -3.6950], [-3.8197, 2.3590, -4.8326], [-3.2023, 0.9345, -5.6868], [-2.7164, 2.5563, -6.2269], [5.7752, -2.5501, -5.6304], [6.2129, -1.2423, -5.3345], [6.1743, -0.3554, -6.4400], [5.6419, 1.0091, -6.0612], [4.2577, 1.0550, -5.7586], [3.7935, 0.4883, -4.5449], [4.1850, 1.2365, -3.2893], [5.5618, 1.0788, -2.9823], [6.1822, 2.2559, -2.5098], [6.5419, -3.1082, -6.1792], [5.5873, -3.0570, -4.6848], [4.8457, -2.5412, -6.2095], [5.5651, -0.7682, -7.2508], [7.1993, -0.2339, -6.8139], [5.7570, 1.6463, -6.9418], [6.2407, 1.4587, -5.2678], [4.0594, -0.5674, -4.4708], [2.7038, 0.5373, -4.6154], [3.6041, 0.8273, -2.4507], [3.9258, 2.2939, -3.4049], [5.9309, 3.1168, -3.1379], [7.2590, 2.0999, -2.5538], [5.8964, 2.4659, -1.4728]],
  "atomic_forces_ev_per_a": [[-0.1, 0.8, 0.2], [0.5, -0.3, -0.5], [-0.3, -0.3, 0.7], [0.3, 0.3, -0.4], [-0.3, -0.4, 0.6], [0.1, 0.1, -0.4], [0.0, 0.2, 0.6], [-0.1, -0.2, -0.8], [-0.4, -0.1, 0.7], [0.7, 0.1, -0.4], [-0.3, -0.7, 0.5], [-0.7, -0.6, -0.8], [0.3, 0.8, 0.1], [-0.3, -0.9, 0.5], [0.3, 0.1, -0.2], [-1.0, 2.1, 1.6], [1.3, -2.3, -1.5], [-0.3, 0.0, 0.1], [0.2, 1.0, 0.4], [-0.1, -0.5, -0.7], [1.2, -0.3, -0.1], [-0.2, 0.0, 0.2], [-0.4, -0.2, 0.1], [0.1, 0.9, 0.5], [0.0, -0.4, -0.2], [0.3, 0.1, 0.2], [-0.1, -0.5, 0.0], [-0.3, 0.0, 0.3], [0.0, 0.4, 0.0], [0.1, 0.1, -0.3], [-0.2, 0.4, -0.2], [0.3, -0.3, 0.0], [-0.2, -0.1, 0.2], [-0.3, 0.2, -0.1], [0.2, 0.2, -0.2], [-0.1, -0.2, 0.3], [-0.3, -0.1, -0.2], [0.1, 0.3, -0.1], [0.1, -0.1, -0.4], [-0.2, -0.3, 0.1], [0.1, 0.1, 0.4], [0.1, 0.1, -0.4], [0.3, -0.3, -0.2], [-0.3, 0.2, 0.0], [-0.1, 0.0, 0.4], [0.0, 0.3, -0.3], [0.2, 0.2, 0.0], [0.3, -0.1, 0.0], [-0.4, 0.1, 0.1], [0.0, 0.2, -0.5], [-0.1, 0.0, -0.1], [0.1, 0.3, 0.0], [0.0, -0.2, -0.1], [-0.1, 0.0, -0.1], [0.0, 0.1, 0.1], [0.1, 0.0, 0.1], [0.1, -0.1, -0.2], [-0.2, -0.1, 0.2], [0.2, 0.0, 0.0], [0.0, 0.0, 0.1], [0.0, -0.1, 0.0], [0.0, -0.1, 0.0], [0.1, 0.1, 0.0], [-0.1, 0.0, 0.2], [0.0, 0.0, 0.0], [0.2, 0.0, -0.1], [-0.1, -0.1, -0.1], [0.0, 0.0, 0.0], [0.0, 0.1, 0.1], [0.0, 0.0, 0.0], [0.0, 0.0, 0.0], [0.1, 0.0, 0.0], [-0.1, 0.0, 0.0], [0.2, 0.0, 0.1], [-0.3, 0.1, 0.0], [0.2, -0.1, 0.1], [0.1, 0.1, 0.0], [-0.1, 0.1, -0.1], [-0.1, -0.1, 0.0], [0.1, -0.2, 0.2], [0.1, 0.1, -0.2], [0.0, -0.1, 0.0], [-0.1, 0.0, -0.1], [0.0, 0.0, 0.0], [0.0, 0.0, 0.0], [-0.1, 0.0, 0.0], [0.0, 0.1, -0.1], [0.0, 0.0, 0.0], [0.0, -0.2, 0.1], [0.2, 0.0, 0.1], [0.0, 0.0, 0.0], [-0.2, 0.1, -0.1], [0.1, 0.0, 0.0], [0.0, 0.0, 0.0], [0.0, 0.0, 0.0], [0.0, 0.1, 0.0]],
  "homo_energy_ev": -9.1,
  "max_force_ev_per_a": 3.0,
  "total_charge": 0
}


{
  "formula": "C27H40N9P2RbS",
  "method": "ωB97M-V/def2-TZVPD",
  "species": ["Rb", "C", "C", "N", "N", "C", "N", "S", "C", "C", "C", "C", "C", "N", "H", "H", "H", "H", "H", "H", "H", "H", "H", "C", "P", "C", "C", "C", "P", "C", "C", "H", "H", "H", "H", "H", "H", "H", "H", "H", "H", "H", "H", "H", "H", "H", "H", "N", "C", "C", "C", "C", "C", "N", "C", "C", "C", "C", "C", "N", "H", "H", "H", "H", "H", "H", "H", "H", "H", "C", "N", "C", "C", "N", "H", "H", "H", "H", "H", "H"],
  "coordinates": [[-0.7413, 0.0895, -0.0107], [-3.9057, -1.7208, -3.6558], [-2.8978, -1.5112, -2.5495], [-2.8827, -0.4480, -1.8052], [-3.7709, 0.5102, -2.0798], [-3.9623, 1.5126, -1.2525], [-4.6946, 2.5501, -1.7888], [-3.5247, 1.7284, 0.3635], [-1.8825, -2.5204, -2.3521], [-1.7422, -3.5984, -3.2528], [-0.7524, -4.5345, -3.0524], [0.0883, -4.4020, -1.9543], [-0.1196, -3.3162, -1.1181], [-1.0568, -2.4092, -1.2989], [-4.6148, -0.8957, -3.6337], [-4.4446, -2.6604, -3.5300], [-3.4070, -1.7239, -4.6269], [-5.2035, 2.3530, -2.6365], [-5.1588, 3.1312, -1.1090], [-2.3913, -3.6944, -4.1078], [-0.6320, -5.3588, -3.7422], [0.8728, -5.1143, -1.7583], [0.5084, -3.1710, -0.2458], [2.2476, 1.7191, 3.0885], [0.7768, 2.0264, 2.0206], [-0.3615, 2.6419, 3.3319], [1.3178, 3.6607, 1.3227], [0.2268, 4.2598, 0.4492], [-0.1834, 3.1149, -0.9523], [1.1076, 3.6574, -2.1603], [-1.5831, 4.0743, -1.6563], [2.4961, 2.5901, 3.6945], [3.0974, 1.4531, 2.4639], [2.0214, 0.8746, 3.7351], [0.0678, 3.4956, 3.8604], [-0.5397, 1.8266, 4.0303], [-1.3147, 2.9183, 2.8838], [2.2138, 3.4748, 0.7203], [1.5913, 4.3416, 2.1382], [0.5279, 5.2364, 0.0502], [-0.6895, 4.3901, 1.0318], [1.1510, 4.7452, -2.2412], [0.8414, 3.2326, -3.1268], [2.0795, 3.2692, -1.8656], [-1.3294, 5.1307, -1.7720], [-2.4400, 3.9634, -0.9962], [-1.8431, 3.6440, -2.6212], [0.4104, -2.4445, 4.0739], [-0.8436, -1.8630, 4.0762], [-1.6907, -2.1678, 5.1504], [-2.9560, -1.6194, 5.1644], [-3.3370, -0.7879, 4.1190], [-2.4216, -0.5412, 3.1090], [-1.2033, -1.0624, 3.0838], [1.4068, -2.3702, 3.1326], [2.4601, -3.2987, 3.2117], [3.4850, -3.2133, 2.2966], [3.4414, -2.2122, 1.3341], [2.3560, -1.3536, 1.3308], [1.3657, -1.4246, 2.2034], [0.5557, -3.1234, 4.8079], [-1.3525, -2.8179, 5.9439], [-3.6352, -1.8357, 5.9772], [-4.3175, -0.3398, 4.0861], [-2.6728, 0.1096, 2.2814], [2.4509, -4.0702, 3.9674], [4.3038, -3.9172, 2.3289], [4.2323, -2.1074, 0.6092], [2.2665, -0.5626, 0.5998], [4.3140, -1.2363, -3.2564], [3.5760, 0.0053, -3.2665], [3.6805, 0.8232, -4.4509], [2.5674, 0.1496, -2.4463], [1.7361, 0.2945, -1.6661], [5.3860, -1.0230, -3.2515], [4.0770, -1.8379, -4.1419], [4.0558, -1.8024, -2.3630], [4.7074, 1.1801, -4.5584], [3.0150, 1.6804, -4.3706], [3.4169, 0.2533, -5.3476]],
  "atomic_forces_ev_per_a": [[0.0, -0.7, 0.3], [0.1, 0.3, 0.2], [-1.1, 1.1, -0.3], [0.3, -0.4, 0.4], [-0.6, 0.1, -1.2], [-0.2, 0.0, -0.1], [-0.2, 0.0, -0.1], [0.4, 0.0, 1.0], [0.8, -0.9, 0.0], [-0.2, 0.4, 0.2], [0.2, 0.0, 0.3], [-0.1, 0.0, -0.2], [0.3, -0.3, 0.1], [-0.3, 0.0, -0.2], [0.1, -0.1, 0.0], [0.0, -0.1, 0.0], [-0.1, -0.1, -0.1], [0.1, -0.1, 0.0], [0.1, -0.1, -0.1], [-0.1, 0.1, 0.0], [0.0, 0.0, 0.0], [0.1, -0.1, 0.1], [0.1, 0.0, 0.1], [-0.2, -0.1, -0.1], [0.6, 0.6, 0.6], [0.0, -0.1, -0.2], [0.0, -0.1, 0.1], [0.0, -0.1, -0.2], [-0.2, 1.0, -0.4], [-0.1, -0.1, 0.2], [0.2, -0.1, 0.1], [0.0, 0.1, 0.0], [0.1, 0.0, 0.0], [0.1, -0.1, 0.1], [0.0, 0.0, 0.0], [-0.1, 0.0, 0.1], [-0.1, 0.0, 0.1], [0.0, 0.0, 0.1], [0.1, -0.1, -0.1], [-0.1, 0.0, 0.1], [0.0, 0.1, 0.0], [0.0, 0.0, 0.0], [0.1, 0.0, -0.1], [0.1, 0.0, 0.0], [0.0, 0.0, -0.1], [-0.1, 0.0, 0.0], [-0.1, 0.0, -0.1], [0.1, -0.3, 0.4], [-0.6, 0.2, 0.1], [-0.1, 0.1, -0.1], [0.1, 0.0, -0.1], [-0.1, 0.1, 0.0], [-0.4, 0.0, 0.3], [0.3, -0.2, -0.1], [0.5, -0.1, -0.4], [0.0, 0.0, -0.1], [-0.2, 0.1, 0.1], [0.1, 0.1, -0.2], [0.5, -0.3, -0.1], [-0.3, 0.0, 0.3], [0.0, 0.1, -0.2], [0.0, -0.1, 0.1], [0.0, 0.0, 0.0], [-0.1, 0.0, 0.0], [-0.2, 0.0, -0.1], [0.0, -0.1, 0.1], [0.1, 0.0, 0.0], [0.1, 0.0, -0.1], [0.1, 0.1, -0.2], [0.2, -0.3, 0.0], [0.3, -0.1, -0.3], [0.1, 0.3, -0.3], [0.1, 0.1, 0.0], [-0.7, 0.0, 0.5], [0.0, -0.1, 0.0], [0.0, 0.0, 0.1], [0.1, 0.0, -0.1], [0.0, 0.0, 0.0], [0.0, 0.0, 0.0], [0.0, 0.0, 0.0]],
  "homo_energy_ev": -6.4,
  "e_above_lowest_kj_mol": 87.14,
  "max_force_ev_per_a": 1.6,
  "total_charge": 0
}


no.,DFT total energy (Eh)
1,-2757.44862
2,-3149.08902
3,-2650.64495